Entry from the OMol25 dataset: a molecular structure, C14H28Cl2HfO2Si in a non-equilibrium geometry (the ωB97M-V functional and the def2-TZVPD basis).

Atoms and positions in Å:
C -2.211 1.680 -1.074
C -2.616 0.518 -1.743
C -1.672 0.242 -2.790
C -3.836 -0.276 -1.485
C -0.673 1.221 -2.753
C -0.989 2.171 -1.692
C -0.290 3.309 -1.354
C -2.923 2.341 0.032
C -1.786 -0.867 -3.770
C 0.478 1.312 -3.661
Hf 0.018 -1.897 0.325
Cl -1.007 -3.421 -0.851
Cl -1.526 -0.789 1.701
O 1.006 -0.745 -0.796
H -4.257 -0.054 -0.495
H -3.627 -1.359 -1.532
H -4.617 -0.061 -2.236
H -2.112 -1.804 -3.296
H -0.822 -1.048 -4.260
H -2.517 -0.624 -4.558
H 1.081 0.391 -3.671
H 1.119 2.143 -3.358
H 0.153 1.494 -4.698
H 0.635 3.552 -1.879
H 0.824 3.099 0.743
H -0.689 3.991 -0.605
H -3.160 1.632 0.835
H -3.866 2.783 -0.320
H -2.313 3.140 0.450
H 1.468 -0.059 -1.316
O 0.861 2.857 1.688
H 0.070 2.297 1.815
C 3.107 -0.314 1.798
Si 2.369 -1.749 2.770
C 3.763 -2.659 3.645
C 1.217 -1.051 4.093
C 1.403 -2.894 1.627
H 3.942 0.114 2.379
H 2.394 0.498 1.596
H 3.519 -0.674 0.845
H 4.134 -2.091 4.510
H 3.418 -3.635 4.011
H 4.611 -2.831 2.969
H 0.803 -0.074 3.807
H 0.378 -1.740 4.277
H 1.771 -0.931 5.036
H 2.101 -3.486 1.000
H 0.866 -3.651 2.238

Forces on atoms 1 to 3 (eV/Å):
C 0.603 -0.272 -1.108
C 1.017 0.276 0.120
C 0.407 0.363 0.889

## Properties
**Total charge**: -2
**E_LUMO (spin up / spin down)**: 4.64 / 4.64 eV
**Orbital gap (spin up / spin down)**: 0.069 / 0.069 Ha


Entry from the OMol25 dataset: 5 unconnected molecules or ions with the total composition C14H28Cl4O9 in a non-equilibrium geometry (the ωB97M-V functional and the def2-TZVPD basis).

Atoms and positions in Å:
C -4.743 -0.102 2.093
C -4.200 0.232 0.722
O -2.774 0.009 0.689
C -2.000 1.014 1.078
O -2.351 2.091 1.482
O -0.747 0.604 0.954
C 0.309 1.543 1.125
H -5.837 -0.128 2.067
H -4.425 0.564 2.889
H -4.470 -1.129 2.357
H -4.390 1.277 0.490
H -4.597 -0.486 0.012
H 0.625 1.581 2.167
H 0.025 2.544 0.792
H 1.133 1.232 0.488
C 1.712 2.914 -3.039
C 0.583 2.047 -3.543
O 0.351 1.052 -2.537
C -0.586 0.141 -2.815
O -1.412 0.236 -3.684
O -0.463 -0.864 -1.955
C -1.619 -1.697 -1.846
H 2.633 2.353 -3.238
H 1.685 3.036 -1.962
H 1.806 3.823 -3.627
H 0.755 1.594 -4.522
H -0.343 2.613 -3.700
H -1.480 -2.291 -0.944
H -1.732 -2.396 -2.673
H -2.505 -1.086 -1.699
C 0.833 -2.493 1.727
C 0.120 -2.816 3.033
O -0.944 -1.921 3.361
C -0.618 -0.730 3.835
O 0.501 -0.290 3.948
O -1.732 -0.093 4.156
C -1.590 1.218 4.676
H 1.089 -1.435 1.682
H 0.202 -2.740 0.874
H 1.765 -3.055 1.698
H 0.850 -2.825 3.844
H -0.341 -3.797 2.954
H -0.989 1.830 4.005
H -1.149 1.214 5.673
H -2.591 1.634 4.729
Cl 3.481 -2.390 -0.938
C 3.092 -0.681 -0.645
Cl 3.958 -0.059 0.755
H 3.396 -0.127 -1.524
H 2.013 -0.619 -0.542
Cl 4.503 0.331 -3.890
C 5.670 -0.369 -5.025
Cl 5.177 -1.942 -5.651
H 5.755 0.309 -5.864
H 6.605 -0.472 -4.490

Forces on atoms 1 to 3 (eV/Å):
C -0.504 -0.758 0.139
C 0.296 0.066 0.963
O -0.238 -0.126 -0.261

## Properties
**SMILES**: CCOC(=O)OC.CCOC(=O)OC.CCOC(=O)OC.ClCCl.ClCCl
**Total charge**: 0
**ΔE to the lowest compared entry with this formula, charge and spin**: 0.0 kcal per mole
**E_LUMO**: 0.59 eV
**Orbital gap**: 0.415 Ha


Entry from the OMol25 dataset: 2 unconnected molecules or ions with the total composition C14H28FIN5O3 in a non-equilibrium geometry (the ωB97M-V functional and the def2-TZVPD basis).

Atoms and positions in Å:
C 0.171 0.587 4.769
C 1.691 0.797 4.480
C 2.094 -0.247 3.398
C 3.626 -0.484 3.361
N 1.537 0.146 2.118
C 1.814 1.225 1.352
C 2.762 2.360 1.551
C 4.248 2.063 1.264
C 4.509 0.997 0.211
F 4.785 3.254 0.755
N 1.057 1.231 0.279
C 0.249 0.159 0.298
N -0.665 -0.153 -0.597
N -1.485 -1.287 -0.441
C -0.866 0.736 -1.735
C -1.095 0.033 -3.082
C -0.942 1.140 -4.184
I -3.104 -0.760 -3.314
N 0.574 -0.478 1.411
O 0.020 -1.627 1.966
H -0.364 0.675 3.820
H 0.047 -0.424 5.167
H -0.177 1.338 5.482
H 2.285 0.645 5.384
H 1.775 1.818 4.105
H 1.660 -1.183 3.755
H 4.189 0.417 3.605
H 3.870 -1.236 4.116
H 3.875 -0.917 2.389
H 2.449 3.136 0.847
H 2.671 2.819 2.544
H 4.840 1.827 2.151
H 4.095 1.251 -0.769
H 4.194 -0.004 0.501
H 5.598 0.955 0.067
H -0.932 -2.122 -0.290
H -2.016 -1.143 0.425
H -1.738 1.387 -1.569
H -0.016 1.408 -1.865
H -0.387 -0.768 -3.292
H -0.145 0.906 -4.892
H -1.885 1.270 -4.716
H -0.758 2.112 -3.707
H 0.524 -2.350 1.571
O -6.887 -0.962 -4.414
C -6.310 -2.043 -4.880
C -7.351 -3.339 -4.793
O -6.774 -4.424 -5.246
H -5.392 -2.387 -4.353
H -5.979 -2.014 -5.942
H -8.260 -2.989 -5.330
H -7.681 -3.349 -3.730

Forces on atoms 1 to 3 (eV/Å):
C 1.186 0.038 0.042
C -1.448 -0.508 -0.467
C 0.845 0.319 1.753

## Properties
**Total charge**: -1
**E_LUMO**: 0.87 eV
**Orbital gap**: 0.053 Ha


Entry from the OMol25 dataset: C14H28N4S3 in the gas phase in a non-equilibrium geometry (the ωB97M-V functional and the def2-TZVPD basis).

Atoms and positions in Å:
C 0.943 -1.747 5.008
C -0.067 -0.621 4.880
C -0.695 -0.592 3.492
C -0.380 0.360 2.549
C -1.044 0.482 1.225
S -2.584 1.372 1.271
N -1.431 -0.841 0.686
C -1.884 -1.026 -0.710
C -1.789 -2.480 -1.083
C -1.997 -2.729 -2.593
C -0.745 -2.506 -3.455
N -0.209 1.248 0.281
C 0.048 2.707 0.513
C 0.308 3.383 -0.857
N 1.457 2.783 -1.526
S 2.066 3.653 -2.860
C 1.307 1.310 -1.706
C 2.576 0.683 -2.221
N 3.834 1.169 -2.021
S 2.505 -0.700 -3.131
C 0.991 0.627 -0.314
H 1.363 -1.723 6.025
H 1.738 -1.648 4.258
H 0.465 -2.705 4.891
H 0.511 0.310 5.100
H -0.850 -0.731 5.635
H -1.477 -1.302 3.255
H 0.381 1.080 2.777
H -3.091 1.012 0.058
H -1.981 -1.330 1.363
H -1.285 -0.448 -1.411
H -2.911 -0.712 -0.840
H -2.545 -3.023 -0.539
H -0.810 -2.856 -0.783
H -2.268 -3.789 -2.755
H -2.787 -2.090 -2.953
H -0.991 -2.705 -4.540
H -0.355 -1.516 -3.295
H 0.018 -3.227 -3.134
H -0.754 3.250 1.010
H 0.924 2.774 1.160
H 0.595 4.436 -0.702
H -0.547 3.285 -1.503
H 1.606 2.956 -3.904
H 0.547 1.044 -2.449
H 3.989 2.108 -1.620
H 4.584 0.677 -2.498
H 0.881 -0.455 -0.403
H 1.844 0.795 0.370

Forces on atoms 1 to 3 (eV/Å):
C 0.286 -0.006 0.482
C 0.400 0.455 -0.678
C 0.824 2.575 -1.049

## Properties
**SMILES**: CC/C=C/[C@](S)(NCCCC)N1CCN(S)[C@@H](C(N)=S)C1
**Total charge**: 0
**ΔE to the lowest compared entry with this formula, charge and spin**: 0.0 kcal per mole
**E_LUMO**: 0.52 eV
**Orbital gap**: 0.324 Ha


Entry from the OMol25 dataset: 2 unconnected molecules or ions with the total composition C14H28N6O5 in a non-equilibrium geometry (the ωB97M-V functional and the def2-TZVPD basis).

Atoms and positions in Å:
C 4.586 0.932 6.063
N 3.292 1.007 5.385
C 3.154 1.305 4.086
O 4.119 1.530 3.365
C 1.732 1.272 3.501
C 1.549 -0.043 2.723
C 0.085 -0.386 2.427
C -0.049 -1.804 1.880
N -0.899 -2.628 2.450
O 0.601 -2.203 0.931
N 1.471 2.421 2.622
C 0.408 3.223 2.590
C -0.717 3.039 3.590
O 0.335 4.120 1.767
H 5.094 1.897 5.997
H 5.212 0.181 5.575
H 4.454 0.663 7.112
H 2.464 0.813 5.925
H 1.037 1.275 4.339
H 1.963 -0.856 3.323
H 2.110 0.002 1.787
H -0.495 -0.305 3.347
H -0.321 0.313 1.696
H -1.496 -2.325 3.195
H -0.975 -3.535 2.025
H 2.195 2.642 1.951
H -1.169 2.059 3.458
H -0.327 3.151 4.600
H -1.469 3.807 3.410
H -1.081 2.685 -7.784
N -1.275 2.360 -6.845
C -0.806 1.229 -6.522
N -0.058 0.558 -7.404
N -1.066 0.754 -5.292
C -0.959 -0.669 -4.957
C -1.539 -0.918 -3.567
C -1.407 -2.404 -3.199
C -1.909 -2.697 -1.775
C -3.419 -2.542 -1.595
O -3.829 -2.316 -0.470
O -4.237 -2.701 -2.660
H 0.339 1.132 -8.135
H 0.539 -0.138 -6.978
H -1.756 1.320 -4.809
H 0.094 -0.974 -4.973
H -1.503 -1.270 -5.694
H -1.001 -0.306 -2.835
H -2.591 -0.618 -3.554
H -0.352 -2.693 -3.258
H -1.956 -3.018 -3.921
H -1.647 -3.725 -1.515
H -1.396 -2.036 -1.069
H -5.132 -2.576 -2.311

Forces on atoms 1 to 3 (eV/Å):
C 0.000 0.068 -0.493
N -0.405 -0.235 1.015
C 0.685 0.280 -1.200

## Properties
**SMILES**: CNC(=O)[C@H](CCC(N)=O)NC(C)=O.[H]/N=C(\N)NCCCCC(=O)O
**Total charge**: 0
**ΔE to the lowest compared entry with this formula, charge and spin**: 0.0 kcal per mole
**E_LUMO**: 0.30 eV
**Orbital gap**: 0.311 Ha


Entry from the OMol25 dataset: C14H28O2 in the gas phase (the ωB97M-V functional and the def2-TZVPD basis).

Atoms and positions in Å:
C -2.784 7.166 2.855
C -2.738 5.839 2.106
C -1.385 5.149 2.267
C -1.229 3.896 1.405
C -2.142 2.749 1.831
C -1.971 1.499 0.966
C -0.683 0.728 1.254
C -0.532 -0.481 0.333
C 0.672 -1.343 0.706
C 0.887 -2.484 -0.286
C 1.977 -3.445 0.180
C 2.204 -4.615 -0.777
C 2.824 -4.185 -2.110
C 1.799 -3.656 -3.079
O 0.702 -4.108 -3.264
O 2.269 -2.608 -3.775
H -2.600 7.014 3.915
H -2.027 7.847 2.471
H -3.759 7.637 2.739
H -2.929 6.015 1.045
H -3.531 5.191 2.484
H -0.600 5.860 1.991
H -1.235 4.887 3.317
H -1.440 4.151 0.362
H -0.190 3.568 1.461
H -3.181 3.076 1.761
H -1.944 2.497 2.876
H -2.817 0.831 1.139
H -1.991 1.787 -0.088
H -0.695 0.391 2.294
H 0.180 1.383 1.127
H -1.436 -1.091 0.384
H -0.426 -0.136 -0.698
H 0.521 -1.754 1.707
H 1.571 -0.719 0.738
H 1.154 -2.063 -1.255
H -0.046 -3.037 -0.413
H 2.914 -2.896 0.309
H 1.696 -3.847 1.156
H 1.256 -5.114 -0.980
H 2.871 -5.335 -0.298
H 3.600 -3.434 -1.967
H 3.275 -5.055 -2.596
H 1.609 -2.303 -4.418

Forces on atoms 1 to 3 (eV/Å):
C -0.124 -0.172 -0.189
C 0.187 0.057 0.258
C -0.112 -0.050 -0.325

## Properties
**SMILES**: CCCCCCCCCCCCCC(=O)O
**Total charge**: 0
**ΔE to the lowest compared entry with this formula, charge and spin**: 0.3 kcal per mole
**E_LUMO**: 0.79 eV
**Orbital gap**: 0.412 Ha


Entry from the OMol25 dataset: a molecular structure, C14H28O4P2SY in a non-equilibrium geometry (the ωB97M-V functional and the def2-TZVPD basis).

Atoms and positions in Å:
Y -0.425 -0.865 0.667
H -0.038 2.392 1.348
H 0.668 2.219 1.646
P -2.220 0.779 -0.718
P 2.329 -0.574 -0.144
C 3.025 -2.299 -0.038
H 4.123 -2.283 0.041
H 2.601 -2.809 0.833
H 2.715 -2.823 -0.939
C 3.475 0.118 -1.413
H 3.405 1.205 -1.360
H 4.515 -0.201 -1.300
H 3.062 -0.212 -2.365
C 3.380 0.039 1.347
H 2.911 -0.302 2.300
H 4.447 -0.329 1.308
H 3.386 1.148 1.351
C -2.125 1.601 -2.363
H -3.083 1.979 -2.690
H -1.415 2.418 -2.308
H -1.736 0.892 -3.081
C -3.752 -0.254 -1.002
H -4.026 -0.735 -0.061
H -4.562 0.374 -1.368
H -3.500 -1.037 -1.714
C -3.042 2.177 0.230
H -2.328 3.017 0.306
H -3.982 2.517 -0.250
H -3.245 1.832 1.262
C -1.228 -2.808 0.089
O -1.561 -3.888 -0.154
H 0.863 -0.398 -1.048
C -0.800 -4.180 8.418
C -0.736 -3.576 7.058
C -1.844 -2.986 6.479
C -1.773 -2.203 5.336
C -0.493 -1.917 4.847
C 0.609 -2.588 5.319
C 0.520 -3.367 6.466
S -0.268 -0.601 3.666
O -1.479 -0.590 2.736
O 0.059 0.615 4.413
O 0.786 -1.112 2.708
H -1.200 -3.535 9.197
H -1.465 -5.030 8.455
H 0.134 -4.531 8.834
H -2.816 -3.201 6.934
H -2.662 -1.808 4.860
H 1.535 -2.427 4.739
H 1.442 -3.823 6.772

Forces on atoms 1 to 3 (eV/Å):
Y 2.126 2.270 2.249
H 1.111 -0.325 0.437
H -1.124 0.191 -0.463

## Properties
**Total charge**: +1
**ΔE to the lowest compared entry with this formula, charge and spin**: 66.8 kcal per mole
**E_LUMO (spin up / spin down)**: -3.79 / -4.69 eV
**Orbital gap (spin up / spin down)**: 0.257 / 0.190 Ha


Entry from the OMol25 dataset: a molecular structure, C14H28O6RuS (the ωB97M-V functional and the def2-TZVPD basis).

Atoms and positions in Å:
Ru -0.130 -0.636 -0.126
C -2.826 -0.536 1.045
C -2.914 0.045 -0.330
O -1.883 -0.664 -1.091
C -1.870 -0.269 -2.516
C -0.755 -1.042 -3.141
O 0.439 -0.684 -2.419
C 1.604 -1.351 -2.989
C 2.509 -1.698 -1.841
O 1.636 -2.299 -0.880
C 2.325 -2.832 0.251
C 1.242 -3.325 1.161
O 0.392 -2.157 1.420
C -0.658 -2.384 2.389
C -1.113 -0.991 2.725
O -1.433 -0.320 1.458
H -3.036 -1.607 1.039
H -3.475 -0.027 1.757
H -2.671 1.110 -0.338
H -3.877 -0.122 -0.811
H -1.701 0.809 -2.558
H -2.848 -0.523 -2.921
H -0.649 -0.769 -4.193
H -0.923 -2.119 -3.059
H 2.074 -0.686 -3.712
H 1.265 -2.259 -3.488
H 2.968 -0.804 -1.404
H 3.297 -2.391 -2.139
H 2.896 -2.034 0.740
H 3.008 -3.632 -0.041
H 1.653 -3.668 2.110
H 0.626 -4.104 0.711
H -0.245 -2.882 3.268
H -1.431 -3.015 1.948
H -0.302 -0.416 3.168
H -1.990 -0.945 3.368
O 0.456 1.191 -0.159
S -0.348 2.571 0.018
C -0.207 3.041 1.770
C 0.994 3.975 1.880
C 1.019 4.784 0.588
C 0.890 3.777 -0.554
H -0.150 2.119 2.346
H -1.155 3.538 1.989
H 1.912 3.395 1.988
H 0.894 4.610 2.759
H 1.949 5.340 0.467
H 0.202 5.506 0.554
H 1.802 3.197 -0.706
H 0.537 4.182 -1.500

Forces on atoms 1 to 3 (eV/Å):
Ru -0.492 -0.605 -0.057
C 0.094 -0.021 -0.044
C 0.068 -0.030 0.068

## Properties
**Expectation value of S²**: 0.76
**2S+1**: 2
**Total charge**: +3
**E_LUMO (spin up / spin down)**: -11.72 / -11.64 eV
**Orbital gap (spin up / spin down)**: 0.290 / 0.289 Ha


Entry from the OMol25 dataset: 3 unconnected molecules or ions with the total composition C14H28O6S3Si (the ωB97M-V functional and the def2-TZVPD basis).

Atoms and positions in Å:
C -1.539 6.041 -1.568
C -0.475 5.330 -2.369
C 0.202 5.959 -3.405
C 1.178 5.253 -4.102
C 1.464 3.937 -3.769
C 0.794 3.286 -2.730
C 1.181 1.864 -2.400
Si -0.238 0.783 -1.803
S -1.707 0.683 -3.366
C -0.173 4.005 -2.036
H -1.550 7.105 -1.764
H -2.511 5.606 -1.780
H -1.345 5.867 -0.514
H -0.018 6.981 -3.664
H 1.713 5.731 -4.906
H 2.225 3.417 -4.332
H 1.583 1.402 -3.301
H 1.973 1.873 -1.653
H 0.217 -0.542 -1.351
H -0.879 1.420 -0.633
H -2.757 1.187 -2.710
H -0.707 3.553 -1.217
C 0.475 -6.629 1.261
C 1.192 -6.100 0.035
O 0.319 -5.344 -0.833
S -0.044 -3.862 -0.401
C -0.714 -3.322 -1.932
O 1.173 -3.146 -0.155
O -1.083 -3.896 0.582
H 0.176 -5.821 1.927
H 1.132 -7.302 1.812
H -0.426 -7.172 0.973
H 2.053 -5.487 0.307
H 1.554 -6.922 -0.579
H 0.073 -3.323 -2.681
H -1.086 -2.313 -1.773
H -1.527 -3.983 -2.219
C 0.945 -2.053 2.815
C -0.227 -1.119 2.612
O -0.778 -0.622 3.856
S 0.000 0.547 4.593
C -1.287 1.007 5.702
O 0.234 1.607 3.660
O 1.088 0.001 5.342
H 1.809 -1.527 3.223
H 1.224 -2.496 1.861
H 0.687 -2.849 3.516
H 0.040 -0.273 1.975
H -1.048 -1.648 2.132
H -2.126 1.387 5.126
H -0.887 1.782 6.351
H -1.572 0.136 6.285

Forces on atoms 1 to 3 (eV/Å):
C 0.371 -0.428 -0.046
C -0.145 0.036 0.181
C 0.183 -0.539 0.076

## Properties
**SMILES**: Cc1cccc(C[SiH2]S)c1.CCOS(C)(=O)=O.CCOS(C)(=O)=O
**Total charge**: 0
**E_LUMO**: 0.41 eV
**Orbital gap**: 0.342 Ha